# 1
# C3H8N5

A cluster of 2 separate species, C3H8N5 in total (ωB97M-V/def2-TZVPD, OMol25).

## Properties
ΔE to the lowest compared entry with this formula, charge and spin: 0.000 eV
Kohn-Sham gap: 11.150 eV

ORCA input file:
```
! wB97M-V def2-TZVPD RIJCOSX def2/J DEFGRID3
* xyz 1 1
C -3.706 0.728 0.206
C 1.000 1.548 -0.195
C 0.554 -0.883 -0.027
N -2.647 0.446 -0.136
N 2.209 1.532 0.123
N 0.153 0.405 -0.203
N 1.874 -1.124 0.118
N -0.341 -1.907 0.014
H -4.597 1.092 0.514
H 0.512 2.425 -0.789
H 2.601 2.466 0.271
H -0.927 0.426 -0.498
H 2.670 -0.570 0.155
H 2.088 -2.132 0.111
H -1.309 -1.621 0.069
H -0.133 -2.831 0.269
*
```

***

# 2
# C3H8NO

A cluster of 2 separate species, C3H8NO in total (ωB97M-V/def2-TZVPD, OMol25).

## Properties
ΔE to the lowest compared entry with this formula, charge and spin: 1.009 eV
Kohn-Sham gap: 7.595 eV

ORCA input file:
```
! wB97M-V def2-TZVPD RIJCOSX def2/J DEFGRID3
* xyz -1 1
C 1.960 -1.315 0.212
O 1.816 -0.171 -0.508
H 2.753 -1.205 0.977
H 2.090 -2.251 -0.373
H 1.082 -1.615 0.826
C -1.571 1.203 0.966
C -1.582 0.690 -0.299
N -0.560 0.363 -1.124
H -0.873 0.884 1.733
H -2.506 1.644 1.304
H -2.507 0.924 -0.844
H -0.671 0.712 -2.061
H 0.568 0.136 -0.809
*
```

***

# 3
# C3H8NO

A cluster of 2 separate species, C3H8NO in total (ωB97M-V/def2-TZVPD, OMol25).

## Properties
ΔE to the lowest compared entry with this formula, charge and spin: 1.115 eV
Kohn-Sham gap: 7.055 eV

ORCA input file:
```
! wB97M-V def2-TZVPD RIJCOSX def2/J DEFGRID3
* xyz -1 1
C -0.104 1.403 -2.266
O 0.362 0.439 -1.444
H 0.672 1.888 -2.909
H -0.623 2.251 -1.744
H -0.856 1.055 -3.026
C 0.913 -1.272 1.101
C -1.005 -0.026 1.279
N -0.239 -0.826 1.887
H 0.747 -2.285 0.723
H 1.096 -0.620 0.243
H 1.784 -1.289 1.761
H -1.878 0.360 1.819
H -0.832 0.275 0.231
*
```

***

no.,lowest unoccupied orbital energy (eV)
1,-2.894
2,4.539
3,4.546